DFT (ωB97M-V/def2-TZVPD) results for one molecule with the formula C2H5NP2 in a non-equilibrium geometry.

Values from the calculation:
Structure (SMILES) = N#CC=[PH2]P
Energy = -816.52299 a.u.
HOMO level (spin up / spin down) = -8.202 / -8.202 eV
Molar mass = 105.02 g/mol
LUMO energy (spin up / spin down) = -1.022 / -1.022 eV
Gap between HOMO and LUMO (spin up / spin down) = 0.264 / 0.264 Eh

Last column: Löwdin charge in e.
CARTESIAN COORDINATES (ANGSTROEM)
C 0.34981 2.18917 -1.95860  -0.39
C -0.60541 1.14115 -1.55871  -0.39
N 0.98051 3.02699 -2.49319  0.09
P -0.36721 0.33759 0.06429  0.66
P 0.80849 -1.23037 1.50820  0.52
H -0.82693 0.45029 -2.43454  0.04
H -0.22274 1.48471 0.62952  -0.09
H -1.57185 -0.06218 0.53141  -0.08
H 1.86845 -0.43507 1.80881  -0.23
H 1.28227 -2.01189 0.31031  -0.13

Forces on atoms 1 to 6 (eV/Å):
0.2 0.3 -1.0
1.0 -1.4 -0.3
-1.2 -1.7 1.5
0.6 -1.1 -2.5
-1.6 -0.8 -2.3
0.2 0.9 1.2

---

DFT (ωB97M-V/def2-TZVPD) results for a 11-piece molecular cluster, C69H144N6O11 overall in a non-equilibrium geometry.

Values from the calculation:
Structure (SMILES) = CC1(C)CCCC(C)(C)N1O.CC1(C)CCCC(C)(C)N1O.CC1(C)CCCC(C)(C)N1O.CC1(C)CCCC(C)(C)N1O.CC1(C)CCCC(C)(C)N1O.CC1(C)CCCC(C)(C)N1O.CC(C)=O.CC(C)=O.CC(C)=O.CC(C)=O.CC(C)=O
Energy = -3871.30870 a.u.
HOMO level = -8.603 eV
Molar mass = 1233.94 g/mol
LUMO energy = 0.311 eV
Gap between HOMO and LUMO = 0.328 Eh

Last column: Löwdin charge in e.
CARTESIAN COORDINATES (ANGSTROEM)
C 6.01739 1.75438 0.61957  -0.02
C 5.74733 1.01572 -0.66334  -0.48
O 6.63839 0.34278 -1.12148  0.06
C 4.39332 1.14451 -1.30692  -0.01
H 6.24648 2.81810 0.48315  0.10
H 6.82588 1.31667 1.19865  0.09
H 5.17998 1.75350 1.26581  0.03
H 3.76156 0.28300 -1.07546  0.06
H 4.50854 1.10398 -2.38910  0.07
H 3.79642 1.97466 -0.92561  0.08
C 5.38849 -0.22215 -5.25810  -0.01
C 3.99129 -0.43611 -4.66708  -0.53
O 3.76389 -1.10889 -3.71453  0.06
C 2.87498 0.35608 -5.25848  -0.03
H 5.49711 0.80231 -5.62929  0.08
H 5.65410 -0.92349 -6.07590  0.10
H 6.09513 -0.31047 -4.43886  0.07
H 2.91458 1.47623 -5.25127  0.09
H 2.01879 -0.02632 -4.69346  0.08
H 2.81614 0.04356 -6.29953  0.09
C -4.82275 2.59907 4.56938  -0.02
C -3.45695 2.52694 3.96435  -0.50
O -3.29924 2.54440 2.76594  0.06
C -2.39701 2.26307 5.00655  0.00
H -4.83597 3.30278 5.40685  0.09
H -5.05197 1.67637 5.06158  0.07
H -5.59276 2.85198 3.84379  0.09
H -1.59521 1.66073 4.57036  0.07
H -2.85592 1.88494 5.91342  0.08
H -1.97848 3.21695 5.30301  0.08
C 4.17315 -2.84751 -0.41401  -0.02
C 5.12564 -3.80761 -1.12126  -0.48
O 5.19241 -4.93415 -0.70365  0.06
C 5.99153 -3.19273 -2.23257  -0.01
H 3.82014 -2.05436 -1.07878  0.06
H 4.82603 -2.50959 0.39609  0.10
H 3.38888 -3.42907 0.07402  0.06
H 6.32641 -2.22117 -1.82642  0.07
H 5.46294 -2.91786 -3.15884  0.07
H 6.87460 -3.84335 -2.39207  0.09
C 1.28721 3.73554 4.01995  -0.03
C 2.63253 4.34956 3.89618  -0.49
O 3.23368 4.78712 4.84445  0.08
C 3.19063 4.28985 2.46042  -0.01
H 1.33983 2.69376 4.35802  0.08
H 0.81471 3.68290 3.03344  0.04
H 0.68922 4.34834 4.67511  0.08
H 4.17054 4.74968 2.60709  0.08
H 2.48956 4.68103 1.69084  0.08
H 3.49990 3.26972 2.17099  0.05
C 0.84719 -4.08730 -5.25807  -0.04
C -0.23846 -4.30408 -4.21010  -0.50
C -0.66255 -2.95613 -3.59765  -0.16
C -1.49334 -2.10410 -4.48987  -0.20
C -2.63057 -2.90262 -5.07524  -0.15
C -2.29734 -4.23456 -5.74041  -0.51
N -1.43386 -4.96966 -4.79821  -0.06
O -0.88802 -6.16437 -5.42437  -0.05
C -3.58778 -5.06131 -5.95803  -0.04
C -1.75871 -4.04491 -7.19829  -0.02
C 0.35109 -5.20481 -3.09715  -0.03
H 0.71066 -3.17678 -5.88554  0.08
H 0.80236 -4.85538 -6.04638  0.08
H 1.85486 -3.99237 -4.81504  0.09
H -1.27721 -3.08645 -2.67178  0.13
H 0.35304 -2.54116 -3.40131  0.12
H -0.86236 -1.75035 -5.32518  0.11
H -1.86157 -1.21459 -3.94694  0.12
H -3.21668 -2.33525 -5.80249  0.12
H -3.37089 -3.05145 -4.27603  0.12
H -3.28998 -5.98275 -6.48445  0.09
H -4.04484 -5.29159 -5.01255  0.07
H -4.25979 -4.45591 -6.57740  0.08
H -1.28553 -3.07258 -7.38734  0.08
H -0.93863 -4.78436 -7.26852  0.07
H -2.60929 -4.17332 -7.87030  0.07
H -0.37166 -5.71946 -2.47892  0.08
H 0.99972 -4.57809 -2.48611  0.08
H 0.93854 -6.00595 -3.49637  0.07
H -1.18852 -6.86961 -4.85281  0.10
C 0.03228 6.77833 2.14488  -0.02
C -1.50627 6.60092 2.07229  -0.47
C -2.29179 7.90877 1.59057  -0.12
C -2.06901 8.25956 0.12013  -0.18
C -2.39781 7.01880 -0.68484  -0.17
C -1.65845 5.73870 -0.40354  -0.47
N -1.80074 5.51593 1.07438  -0.06
O -1.05755 4.32427 1.44187  -0.10
C -2.39129 4.54544 -1.08745  -0.01
C -0.13229 5.81435 -0.82713  0.01
C -2.00442 6.14311 3.45942  -0.03
H 0.39840 7.12342 1.18876  0.05
H 0.38463 5.76361 2.33940  0.05
H 0.32067 7.45385 2.96247  0.10
H -3.35231 7.66862 1.85678  0.12
H -2.09942 8.80076 2.19069  0.11
H -1.03312 8.61310 -0.06183  0.11
H -2.67686 9.09712 -0.20893  0.11
H -2.28492 7.20143 -1.74596  0.12
H -3.46857 6.78327 -0.53751  0.13
H -1.79204 3.64685 -0.97831  0.05
H -3.39929 4.33471 -0.69316  0.10
H -2.39278 4.73173 -2.16899  0.06
H 0.40430 5.11701 -0.15197  0.08
H -0.07863 5.49680 -1.84225  0.05
H 0.21497 6.83226 -0.68677  0.06
H -3.11018 6.13798 3.54492  0.09
H -1.50892 6.84987 4.18465  0.10
H -1.57665 5.14665 3.65377  0.05
H -1.76321 3.74656 1.80906  0.08
C -2.75291 4.61981 -8.85911  -0.04
C -2.31014 5.02848 -7.46456  -0.50
C -3.39341 4.60082 -6.48285  -0.15
C -3.04137 4.63046 -4.98367  -0.17
C -1.74225 3.85501 -4.80909  -0.15
C -0.57808 4.15577 -5.74592  -0.49
N -1.09774 4.15741 -7.13275  -0.07
O 0.00324 4.55446 -7.96128  -0.04
C 0.16618 5.42582 -5.26945  -0.03
C 0.42596 2.92059 -5.70064  -0.03
C -2.02937 6.58553 -7.40266  0.00
H -3.05855 3.58512 -8.84268  0.08
H -1.94166 4.86149 -9.56753  0.09
H -3.60213 5.20910 -9.11726  0.08
H -4.26845 5.23401 -6.66210  0.12
H -3.65302 3.60761 -6.90260  0.12
H -3.80983 4.19047 -4.38382  0.10
H -2.98820 5.67492 -4.61745  0.11
H -2.07241 2.81186 -5.05665  0.14
H -1.39971 3.98552 -3.79051  0.09
H 0.93215 5.67976 -6.00414  0.08
H -0.51268 6.25080 -5.05602  0.06
H 0.74708 5.23730 -4.36634  0.08
H 0.60446 2.67110 -4.62038  0.08
H -0.03171 2.09460 -6.22843  0.08
H 1.37787 3.18500 -6.13468  0.06
H -2.96409 7.10708 -7.53752  0.08
H -1.31597 6.72720 -8.22081  0.08
H -1.59541 6.91559 -6.47378  0.05
H 0.16089 3.77145 -8.47746  0.09
C 3.44491 -5.81883 5.67721  -0.03
C 2.31201 -4.88062 5.33148  -0.49
C 2.95210 -3.71787 4.51310  -0.13
C 3.29288 -4.10495 3.08334  -0.17
C 2.01944 -4.62486 2.40530  -0.13
C 1.42098 -5.84037 3.12761  -0.53
N 1.20788 -5.40046 4.48323  -0.06
O 0.67312 -6.50345 5.22929  -0.03
C 0.05109 -6.16920 2.46414  -0.02
C 2.29283 -7.09418 2.94899  -0.02
C 1.62457 -4.34292 6.59999  -0.02
H 4.05790 -5.32715 6.42294  0.09
H 4.08933 -6.10453 4.84073  0.07
H 3.00768 -6.69148 6.15127  0.09
H 2.33504 -2.83410 4.49498  0.10
H 3.88305 -3.46227 5.02603  0.12
H 4.14922 -4.78341 3.05911  0.11
H 3.69222 -3.21956 2.58876  0.09
H 2.26893 -4.89531 1.37613  0.11
H 1.28997 -3.77438 2.35576  0.10
H 0.14060 -6.28776 1.38521  0.09
H -0.41972 -7.04814 2.89683  0.08
H -0.52764 -5.27438 2.71781  0.06
H 2.31971 -7.46891 1.92733  0.09
H 3.30402 -6.92635 3.29715  0.05
H 1.84227 -7.83591 3.64592  0.10
H 2.39894 -3.96524 7.24798  0.08
H 1.14843 -5.12006 7.15143  0.07
H 0.85508 -3.58548 6.36912  0.07
H -0.17368 -6.18624 5.53193  0.07
C -4.13899 -3.89222 7.66109  -0.05
C -3.15935 -3.89952 6.50285  -0.55
C -3.51147 -5.06142 5.60280  -0.15
C -2.86543 -5.12480 4.24982  -0.18
C -3.04318 -3.83354 3.50875  -0.13
C -2.71061 -2.59111 4.32483  -0.49
N -3.39170 -2.70086 5.67188  -0.04
O -3.07230 -1.49433 6.43582  -0.06
C -1.22241 -2.34161 4.63397  0.00
C -3.30001 -1.43938 3.59690  -0.04
C -1.78308 -4.08614 7.14955  -0.04
H -3.95653 -3.01837 8.31996  0.09
H -3.99184 -4.81378 8.25998  0.10
H -5.15772 -3.90050 7.31730  0.07
H -3.27281 -5.92447 6.25093  0.13
H -4.63187 -5.12866 5.53136  0.14
H -3.22467 -5.95028 3.65271  0.12
H -1.79518 -5.29715 4.41941  0.08
H -3.99040 -3.82734 2.95641  0.13
H -2.33110 -3.77301 2.70630  0.10
H -0.74636 -3.29953 4.87701  0.05
H -0.69264 -2.14148 3.70689  0.06
H -1.09988 -1.53818 5.32402  0.08
H -3.15978 -0.51607 4.25176  0.09
H -2.79611 -1.25426 2.65927  0.08
H -4.36004 -1.54582 3.47510  0.09
H -1.01858 -4.15969 6.39808  0.01
H -1.72146 -4.94180 7.82686  0.10
H -1.53648 -3.17401 7.74154  0.11
H -3.90097 -0.99519 6.50010  0.10
C 0.61739 1.31072 -1.77567  -0.02
C 0.26385 0.64295 -0.46828  -0.50
C 0.24194 -0.90423 -0.62497  -0.11
C 0.10342 -1.67963 0.67447  -0.16
C 1.28400 -1.30069 1.55910  -0.15
C 1.39129 0.24644 1.82310  -0.43
N 1.31041 0.96381 0.49333  -0.05
O 1.52020 2.36303 0.79695  -0.04
C 0.30170 0.64047 2.87395  -0.03
C 2.80261 0.44616 2.43414  -0.01
C -1.09253 1.12791 0.02346  -0.01
H 0.73397 2.39715 -1.66248  0.09
H -0.11962 1.11556 -2.50183  0.07
H 1.60381 0.94903 -2.14525  0.08
H -0.58590 -1.21364 -1.27766  0.11
H 1.14971 -1.15652 -1.18752  0.12
H 0.19090 -2.74043 0.51250  0.10
H -0.83383 -1.42149 1.18964  0.10
H 2.20709 -1.68547 1.10014  0.10
H 1.25354 -1.75439 2.57296  0.09
H -0.68625 0.20805 2.82509  0.05
H 0.77712 0.58158 3.88840  0.11
H 0.13762 1.68240 2.65666  0.04
H 3.47563 0.34373 1.54775  0.08
H 2.80185 1.47517 2.83675  0.06
H 3.11952 -0.34152 3.08499  0.07
H -1.34315 0.79704 1.02393  0.06
H -1.91096 0.91814 -0.62992  0.10
H -1.00364 2.17220 0.11597  0.03
H 0.68760 2.69729 1.12361  0.03

Forces on atoms 1 to 6 (eV/Å):
0.4 0.5 0.3
0.3 0.3 0.6
0.0 -0.4 -0.7
-0.3 -0.3 0.0
0.0 -0.2 -0.4
0.3 -0.2 -0.4